No. 1
A 2-piece molecular cluster, C5H14 overall in a non-equilibrium geometry, computed with the ωB97M-V functional and the def2-TZVPD basis.

Atoms and positions in Å:
C1 -1.095 1.804 1.591
C2 -0.938 0.486 2.337
C3 -0.928 -0.595 1.361
H1 -2.215 2.043 1.500
H2 -0.755 1.757 0.626
H3 -0.554 2.622 2.013
H4 0.080 0.644 2.698
H5 -1.715 0.525 3.010
H6 -0.749 -0.069 0.420
H7 -0.245 -1.456 1.551
H8 -1.903 -1.185 1.256
C4 1.923 -0.937 -1.869
C5 0.713 -0.857 -2.801
H9 2.216 0.066 -1.480
H10 1.675 -1.461 -1.021
H11 2.853 -1.250 -2.309
H12 0.398 -1.846 -2.961
H13 1.105 -0.162 -3.664
H14 0.134 -0.128 -2.257

Values from the calculation:
HOMO energy = -0.4038 Ha
Gap between HOMO and LUMO = 12.08 eV
Relative energy (zero: lowest compared OMol25 entry of this formula, charge and spin) = 1.7577 eV


No. 2
A 2-piece molecular cluster, C5H14 overall in a non-equilibrium geometry, computed with the ωB97M-V functional and the def2-TZVPD basis.

Atoms and positions in Å:
C1 2.581 -0.768 1.153
C2 2.626 -0.024 -0.159
C3 1.280 0.269 -0.887
H1 1.702 -1.252 1.343
H2 2.847 -0.291 2.093
H3 3.406 -1.519 1.143
H4 3.131 0.957 -0.041
H5 3.316 -0.573 -0.831
H6 1.666 0.299 -1.924
H7 0.513 -0.485 -0.702
H8 0.801 1.174 -0.459
C4 -3.241 0.080 -0.801
C5 -2.683 0.553 0.503
H9 -3.788 0.725 -1.305
H10 -2.502 -0.439 -1.353
H11 -3.785 -0.770 -0.464
H12 -2.159 -0.017 1.139
H13 -3.587 0.622 1.108
H14 -2.124 1.460 0.443

Values from the calculation:
HOMO energy = -0.4022 Ha
Gap between HOMO and LUMO = 12.04 eV
Relative energy (zero: lowest compared OMol25 entry of this formula, charge and spin) = 1.6497 eV


No. 3
A 2-piece molecular cluster, C5H14 overall in a non-equilibrium geometry, computed with the ωB97M-V functional and the def2-TZVPD basis.

Atoms and positions in Å:
C1 -0.762 0.782 -2.445
C2 -1.357 0.717 -1.074
C3 -1.734 -0.759 -0.817
H1 -0.491 -0.209 -2.803
H2 0.102 1.558 -2.419
H3 -1.535 0.933 -3.199
H4 -0.656 1.123 -0.346
H5 -2.194 1.395 -0.934
H6 -2.054 -1.058 -1.866
H7 -0.889 -1.419 -0.476
H8 -2.589 -0.741 -0.125
C4 1.277 -0.119 1.677
C5 2.443 -0.601 2.543
H9 1.301 0.950 1.590
H10 1.317 -0.413 0.747
H11 0.326 -0.431 2.114
H12 3.380 -0.105 2.246
H13 2.293 -0.109 3.531
H14 2.480 -1.591 2.633

Values from the calculation:
HOMO energy = -0.4090 Ha
Gap between HOMO and LUMO = 12.21 eV
Relative energy (zero: lowest compared OMol25 entry of this formula, charge and spin) = 1.3013 eV


No. 4
A 2-piece molecular cluster, C5H14 overall in a non-equilibrium geometry, computed with the ωB97M-V functional and the def2-TZVPD basis.

Atoms and positions in Å:
C1 -1.755 1.908 -1.633
C2 -1.343 1.497 -0.138
C3 -0.111 0.873 0.076
H1 -2.703 2.537 -1.629
H2 -1.969 1.009 -2.250
H3 -1.018 2.470 -2.269
H4 -1.468 2.622 0.436
H5 -2.246 0.874 0.281
H6 0.495 1.469 0.718
H7 -0.361 -0.225 0.428
H8 0.475 0.706 -0.873
C4 2.146 -1.771 1.330
C5 0.968 -2.346 0.368
H9 2.530 -2.670 1.850
H10 2.928 -1.248 0.712
H11 1.774 -1.039 2.108
H12 1.020 -3.390 0.425
H13 0.998 -2.222 -0.712
H14 0.115 -1.858 0.758

Values from the calculation:
HOMO energy = -0.3885 Ha
Gap between HOMO and LUMO = 11.69 eV
Relative energy (zero: lowest compared OMol25 entry of this formula, charge and spin) = 2.0679 eV


No. 5
A 2-piece molecular cluster, C5H14 overall in a non-equilibrium geometry, computed with the ωB97M-V functional and the def2-TZVPD basis.

Atoms and positions in Å:
C1 1.273 0.599 1.998
C2 0.794 1.070 0.625
C3 0.011 2.381 0.671
H1 1.674 1.457 2.531
H2 2.039 -0.169 1.890
H3 0.452 0.159 2.563
H4 1.623 1.103 -0.090
H5 0.177 0.321 0.124
H6 0.235 3.037 -0.178
H7 -1.059 2.246 0.505
H8 0.227 2.966 1.564
C4 -0.774 -2.130 -2.325
C5 -1.247 -1.817 -0.916
H9 0.253 -2.495 -2.282
H10 -1.374 -2.902 -2.806
H11 -0.760 -1.269 -2.996
H12 -1.486 -2.751 -0.406
H13 -0.544 -1.270 -0.302
H14 -2.151 -1.200 -0.932

Values from the calculation:
HOMO energy = -0.4037 Ha
Gap between HOMO and LUMO = 12.07 eV
Relative energy (zero: lowest compared OMol25 entry of this formula, charge and spin) = 0.3399 eV


No. 6
A 2-piece molecular cluster, C5H14 overall in a non-equilibrium geometry, computed with the ωB97M-V functional and the def2-TZVPD basis.

Atoms and positions in Å:
C1 0.955 0.245 -1.546
C2 0.215 -1.078 -1.430
C3 -1.133 -1.080 -2.160
H1 0.381 1.100 -1.181
H2 1.917 0.200 -1.035
H3 1.121 0.514 -2.591
H4 0.927 -1.803 -1.845
H5 0.148 -1.414 -0.394
H6 -1.224 -0.246 -2.863
H7 -1.207 -1.918 -2.855
H8 -1.933 -1.032 -1.429
C4 -0.416 0.617 3.089
C5 0.392 1.192 1.865
H9 -1.415 1.009 2.911
H10 -0.462 -0.474 3.039
H11 0.058 0.822 4.043
H12 1.453 0.984 1.977
H13 0.282 2.274 1.911
H14 -0.106 0.747 1.015

Values from the calculation:
HOMO energy = -0.4106 Ha
Gap between HOMO and LUMO = 12.28 eV
Relative energy (zero: lowest compared OMol25 entry of this formula, charge and spin) = 0.4804 eV


No. 7
A 2-piece molecular cluster, C5H14 overall, computed with the ωB97M-V functional and the def2-TZVPD basis.

Atoms and positions in Å:
C1 -0.053 -0.240 -1.872
C2 0.586 0.921 -1.112
C3 1.373 1.944 -1.921
H1 0.357 -0.355 -2.878
H2 -1.128 -0.101 -1.982
H3 0.081 -1.182 -1.327
H4 -0.212 1.432 -0.562
H5 1.209 0.552 -0.306
H6 0.959 2.947 -1.849
H7 2.428 2.087 -1.645
H8 1.358 1.726 -2.990
C4 -1.296 -1.907 2.470
C5 -0.556 -0.571 2.314
H9 -0.951 -2.680 1.786
H10 -1.186 -2.271 3.501
H11 -2.363 -1.738 2.319
H12 -1.128 0.227 2.788
H13 -0.503 -0.289 1.262
H14 0.457 -0.606 2.701

Values from the calculation:
HOMO energy = -0.4077 Ha
Gap between HOMO and LUMO = 12.20 eV
Relative energy (zero: lowest compared OMol25 entry of this formula, charge and spin) = 0.3334 eV


No. 8
A 2-piece molecular cluster, C5H14 overall in a non-equilibrium geometry, computed with the ωB97M-V functional and the def2-TZVPD basis.

Atoms and positions in Å:
C1 1.161 -0.119 -0.359
C2 1.507 0.253 -1.733
C3 3.078 0.281 -1.841
H1 0.060 -0.303 -0.376
H2 1.707 -0.968 -0.192
H3 1.151 0.549 0.461
H4 1.292 1.184 -2.248
H5 1.272 -0.728 -2.389
H6 3.731 0.682 -0.982
H7 3.315 0.783 -2.723
H8 3.397 -0.745 -2.017
C4 -2.687 -0.862 1.684
C5 -2.784 0.628 1.885
H9 -3.155 -1.439 2.514
H10 -2.872 -1.194 0.751
H11 -1.556 -1.132 1.802
H12 -3.753 1.003 1.425
H13 -2.108 1.183 1.360
H14 -2.755 0.942 2.977

Values from the calculation:
HOMO energy = -0.3967 Ha
Gap between HOMO and LUMO = 11.88 eV
Relative energy (zero: lowest compared OMol25 entry of this formula, charge and spin) = 1.7919 eV


No. 9
A 2-piece molecular cluster, C5H14 overall in a non-equilibrium geometry, computed with the ωB97M-V functional and the def2-TZVPD basis.

Atoms and positions in Å:
C1 1.653 1.633 -0.767
C2 0.256 1.200 -0.242
C3 -0.753 2.370 -0.137
H1 1.990 2.478 -0.204
H2 1.657 1.878 -1.828
H3 2.365 0.794 -0.503
H4 -0.125 0.456 -0.939
H5 0.345 0.740 0.722
H6 -0.829 2.852 -1.073
H7 -1.725 1.986 0.039
H8 -0.488 3.098 0.609
C4 -0.543 -2.242 -0.195
C5 -0.598 -2.805 1.300
H9 -1.343 -1.517 -0.324
H10 0.396 -1.766 -0.340
H11 -0.668 -3.087 -0.910
H12 0.202 -3.535 1.393
H13 -1.527 -3.285 1.548
H14 -0.340 -2.033 2.058

Values from the calculation:
HOMO energy = -0.4220 Ha
Gap between HOMO and LUMO = 12.58 eV
Relative energy (zero: lowest compared OMol25 entry of this formula, charge and spin) = 0.3294 eV


No. 10
A 2-piece molecular cluster, C5H14 overall in a non-equilibrium geometry, computed with the ωB97M-V functional and the def2-TZVPD basis.

Atoms and positions in Å:
C1 -1.229 2.014 2.198
C2 -0.699 0.920 1.209
C3 -0.031 1.628 -0.045
H1 -2.211 1.813 2.655
H2 -0.547 2.057 3.010
H3 -1.300 3.097 1.913
H4 -1.449 0.194 0.963
H5 0.065 0.189 1.621
H6 -0.221 0.898 -0.823
H7 1.017 1.729 -0.072
H8 -0.411 2.496 -0.538
C4 0.581 -2.113 -0.792
C5 1.176 -2.184 -2.245
H9 1.205 -1.513 -0.123
H10 -0.408 -1.639 -0.938
H11 0.393 -3.063 -0.207
H12 0.705 -2.907 -2.878
H13 2.243 -2.353 -2.176
H14 1.120 -1.263 -2.732

Values from the calculation:
HOMO energy = -0.3957 Ha
Gap between HOMO and LUMO = 11.89 eV
Relative energy (zero: lowest compared OMol25 entry of this formula, charge and spin) = 1.1694 eV


No. 11
A 2-piece molecular cluster, C5H14 overall in a non-equilibrium geometry, computed with the ωB97M-V functional and the def2-TZVPD basis.

Atoms and positions in Å:
C1 -0.973 2.079 1.791
C2 0.009 0.994 2.249
C3 0.750 0.438 0.941
H1 -0.545 2.572 0.905
H2 -0.948 2.948 2.478
H3 -2.003 1.835 1.599
H4 0.844 1.539 2.709
H5 -0.340 0.093 2.800
H6 -0.026 -0.053 0.326
H7 1.006 1.250 0.275
H8 1.524 -0.228 1.348
C4 0.062 -2.440 -1.996
C5 0.180 -0.989 -2.335
H9 -0.296 -2.559 -0.940
H10 -0.789 -2.989 -2.581
H11 1.012 -2.977 -2.140
H12 -0.785 -0.508 -2.688
H13 0.843 -0.767 -3.194
H14 0.476 -0.236 -1.547

Values from the calculation:
HOMO energy = -0.3932 Ha
Gap between HOMO and LUMO = 11.83 eV
Relative energy (zero: lowest compared OMol25 entry of this formula, charge and spin) = 1.0632 eV


No. 12
A 2-piece molecular cluster, C5H14 overall in a non-equilibrium geometry, computed with the ωB97M-V functional and the def2-TZVPD basis.

Atoms and positions in Å:
C1 -1.765 0.391 -0.821
C2 -1.627 -1.188 -0.930
C3 -1.029 -1.612 0.497
H1 -0.681 0.793 -0.939
H2 -2.481 0.765 -1.483
H3 -1.888 0.635 0.195
H4 -2.671 -1.734 -1.084
H5 -1.064 -1.397 -1.777
H6 -1.848 -1.559 1.258
H7 -0.637 -2.549 0.519
H8 -0.315 -0.959 0.955
C4 1.738 1.204 -0.234
C5 2.226 0.848 1.096
H9 1.763 0.381 -0.913
H10 0.731 1.582 -0.230
H11 2.358 2.052 -0.723
H12 1.497 0.199 1.760
H13 3.209 0.357 1.154
H14 2.484 1.790 1.700

Values from the calculation:
HOMO energy = -0.4079 Ha
Gap between HOMO and LUMO = 12.25 eV
Relative energy (zero: lowest compared OMol25 entry of this formula, charge and spin) = 1.3790 eV


No. 13
A 2-piece molecular cluster, C5H14 overall in a non-equilibrium geometry, computed with the ωB97M-V functional and the def2-TZVPD basis.

Atoms and positions in Å:
C1 1.282 1.058 1.266
C2 -0.038 1.616 0.742
C3 0.033 1.970 -0.726
H1 1.566 0.235 0.607
H2 1.254 0.679 2.282
H3 2.037 1.848 1.173
H4 -0.887 0.952 0.906
H5 -0.296 2.521 1.294
H6 0.156 1.094 -1.377
H7 -0.860 2.468 -1.120
H8 0.797 2.691 -1.019
C4 -1.214 -2.270 -1.116
C5 -0.088 -2.176 -0.070
H9 -1.281 -1.332 -1.666
H10 -1.141 -3.103 -1.815
H11 -2.178 -2.417 -0.640
H12 0.401 -3.137 0.098
H13 -0.492 -1.811 0.866
H14 0.701 -1.557 -0.477

Values from the calculation:
HOMO energy = -0.4182 Ha
Gap between HOMO and LUMO = 12.56 eV
Relative energy (zero: lowest compared OMol25 entry of this formula, charge and spin) = 0.2035 eV


no.,electronic energy (eV),E_LUMO (eV)
1,-5410.2920,1.094
2,-5410.3999,1.094
3,-5410.7483,1.076
4,-5409.9817,1.120
5,-5411.7097,1.083
6,-5411.5692,1.103
7,-5411.7162,1.109
8,-5410.2577,1.087
9,-5411.7202,1.099
10,-5410.8802,1.124
11,-5410.9864,1.128
12,-5410.6706,1.154
13,-5411.8461,1.180